1.
C5H10S in the gas phase in a non-equilibrium geometry, computed with the ωB97M-V functional and the def2-TZVPD basis.

```
16
Properties=species:S:1:pos:R:3:forces:R:3:nbo_charge:R:1
C 2.0537 -0.5616 -0.1833 0.0678 1.2396 -0.9904 -0.617
C 0.6439 -0.4241 0.4824 1.9664 -1.8802 -0.8753 -0.294
C 0.1156 0.8764 -0.0368 3.1454 0.4052 0.4922 -0.432
C -1.2842 0.7558 -0.3048 -4.2048 1.7517 -0.3041 -0.441
C -1.8693 -0.5472 0.1824 -0.9589 0.4916 -0.5698 -0.547
S -0.5971 -1.6722 -0.1954 1.9208 -0.9197 0.3081 0.185
H 2.0029 -0.5681 -1.3054 -0.4270 -0.3591 0.9418 0.212
H 2.5723 -1.4142 0.1365 0.7472 -1.3944 0.3978 0.208
H 2.7774 0.3030 -0.0412 -1.1995 -0.6499 0.5454 0.212
H 0.7681 -0.5757 1.5979 -0.5374 0.4649 -1.2212 0.218
H 0.4042 1.5665 0.7705 -0.5518 0.4838 -0.4528 0.213
H 0.7246 1.1422 -0.9179 -0.4283 0.0544 0.3067 0.219
H -1.7254 0.7914 -1.2835 1.1020 0.3606 -1.2368 0.222
H -1.6828 1.6761 0.1184 -1.0690 -0.1777 0.5096 0.212
H -2.8542 -0.8433 -0.2151 0.5863 0.2401 -0.4780 0.234
H -2.0496 -0.5051 1.1952 -0.1593 -0.1109 2.6271 0.197
```
Positions in Å, forces in eV/Å.

Computed properties:
Calculated total energy   -594.652940 a.u.
E_LUMO   1.02 eV
Gap between HOMO and LUMO   9.52 eV
Relative energy (zero: lowest compared OMol25 entry of this formula, charge and spin)   110.6 kJ/mol
SMILES   C[C@H]1CCCS1

2.
2 unconnected molecules or ions with the total composition C5H10S3 in a non-equilibrium geometry, computed with the ωB97M-V functional and the def2-TZVPD basis.

```
18
Properties=species:S:1:pos:R:3:forces:R:3:nbo_charge:R:1
C 2.0422 0.0844 0.2230 -1.8195 1.2203 1.5135 -0.396
C -0.6219 1.0110 -1.2415 -0.7485 0.1250 -3.3786 -0.593
C -0.3777 -0.1120 1.8040 -0.2031 1.9004 -2.6338 -0.695
C -0.6191 -0.3917 -0.7529 -0.1294 -0.9368 -0.7395 -0.503
C 0.1199 -0.7034 0.4766 4.4792 0.6293 1.9924 -0.007
S 2.6875 1.1885 1.2834 -0.7126 -1.6157 -1.3914 -0.012
S 2.6319 -0.6287 -1.2030 -1.2002 -0.5251 -0.2280 0.121
S 0.7496 -2.3744 0.7432 -1.3797 -0.5325 -1.7635 0.030
H -0.8422 1.7906 -0.6037 -0.8471 1.3679 1.8853 0.214
H 0.3718 1.2678 -1.6104 0.0036 -0.1098 -0.2746 0.217
H -1.3803 1.0957 -2.1462 1.5815 -0.1492 1.7217 0.212
H -0.3268 -0.6950 2.6540 -0.3009 -2.0797 1.3553 0.231
H -1.4194 0.2742 1.6208 1.0997 -0.0959 0.5436 0.219
H 0.3503 0.6525 2.1055 -0.4632 0.7020 -0.4083 0.258
H -0.1968 -0.9299 -1.6336 -0.5800 -0.3503 0.8312 0.222
H -1.6117 -0.7400 -0.4720 -0.4753 -0.1913 -0.7009 0.227
H 3.8800 -0.2772 -1.2185 1.3045 0.6179 0.1911 0.127
H 0.5728 -2.7178 -0.6092 0.3909 0.0234 1.4844 0.131
```
Positions in Å, forces in eV/Å.

Computed properties:
Calculated total energy   -1390.966500 a.u.
E_LUMO   0.01 eV
Gap between HOMO and LUMO   7.88 eV
Relative energy (zero: lowest compared OMol25 entry of this formula, charge and spin)   274.6 kJ/mol

3.
C5H10S3 in the gas phase in a non-equilibrium geometry, computed with the ωB97M-V functional and the def2-TZVPD basis.

```
18
Properties=species:S:1:pos:R:3:forces:R:3:nbo_charge:R:1
C 2.5868 0.7675 1.2111 -0.9740 -0.0833 -0.8422 -0.733
S 0.8618 0.4640 1.7999 0.5291 -0.2380 -1.0704 0.213
C -0.0719 0.4459 0.1911 -0.5972 0.6233 -0.4210 -0.537
S -1.7762 -0.0132 0.8426 0.7826 0.2623 -0.4698 0.218
C -2.8919 0.5475 -0.4652 -0.9498 -0.0293 0.4452 -0.753
C 0.3084 -0.5615 -0.9114 0.9373 0.5783 0.1569 -0.060
C 0.6792 -1.9320 -0.4854 -0.9976 -0.5311 -0.4634 -0.708
S 0.5788 -0.1182 -2.4588 -0.5362 0.3450 0.5331 0.036
H 2.8589 0.0760 0.4081 -0.1977 0.0616 0.0277 0.215
H 2.6511 1.7901 0.8277 0.2029 -0.1847 0.2448 0.221
H 3.2720 0.5678 2.0122 0.1518 0.1937 0.5711 0.235
H -0.0507 1.4817 -0.2680 -0.2499 -1.1529 0.6248 0.248
H -3.0812 1.6343 -0.4027 0.0117 -0.5454 0.0886 0.220
H -2.4970 0.3325 -1.4575 -0.1413 -0.2859 0.0562 0.231
H -3.8487 -0.0323 -0.2434 1.1893 0.8519 -0.5927 0.239
H 1.5974 -1.8304 0.0251 1.3043 -0.0275 0.6725 0.236
H 0.8175 -2.6211 -1.3303 -0.1808 0.3506 0.3141 0.238
H -0.0129 -2.3252 0.2475 -0.2845 -0.1885 0.1246 0.240
```
Positions in Å, forces in eV/Å.

Computed properties:
Calculated total energy   -1391.035899 a.u.
E_LUMO   -0.38 eV
Gap between HOMO and LUMO   8.29 eV
Relative energy (zero: lowest compared OMol25 entry of this formula, charge and spin)   92.4 kJ/mol
SMILES   CSC(SC)C(C)=S

4.
2 unconnected molecules or ions with the total composition C5H10SSi in a non-equilibrium geometry, computed with the ωB97M-V functional and the def2-TZVPD basis.

```
17
Properties=species:S:1:pos:R:3:forces:R:3:nbo_charge:R:1
C -4.6211 -1.0616 -0.7064 0.5950 0.5559 1.0501 -0.058
C -3.7642 -0.3348 -0.2130 -2.7621 -1.8735 -0.9353 -0.110
C 0.9027 1.0030 -0.5529 -0.3394 0.8614 4.0816 -1.117
C 2.6559 -1.0528 0.3400 -0.5437 -1.3725 -1.3355 -1.086
C -2.7803 0.5019 0.1272 2.1785 -0.9732 0.4214 -0.188
Si 0.9624 -0.8478 -0.3653 -0.8065 2.0878 0.4148 1.205
S -0.4011 -1.3543 1.1139 -1.7567 0.1932 0.1181 -0.569
H -5.4524 -1.7138 -0.9084 0.3655 0.2545 -0.1562 0.251
H 0.2794 1.5979 -1.1537 -0.9483 0.2751 -1.2998 0.222
H 0.4723 1.2728 0.5771 1.5601 -0.2781 -2.5480 0.225
H 1.9263 1.3660 -0.6619 -0.0357 0.2665 0.1874 0.228
H 3.2691 -1.0701 -0.5355 0.8631 -0.2469 -0.6759 0.232
H 3.0253 -0.2596 0.9304 -0.0953 0.7711 0.9848 0.250
H 2.6752 -2.0259 0.7926 0.5361 -0.3545 0.5644 0.239
H -2.6354 1.1218 0.9529 -0.4492 0.6698 1.4574 0.238
H -2.0444 0.6132 -0.5941 1.3519 0.4680 -1.4748 0.231
H 0.5355 -1.1672 -1.7000 0.2868 -1.3047 -0.8544 -0.194
```
Positions in Å, forces in eV/Å.

Computed properties:
Calculated total energy   -883.996413 a.u.
E_LUMO   -2.83 eV
Gap between HOMO and LUMO   5.29 eV
Relative energy (zero: lowest compared OMol25 entry of this formula, charge and spin)   339.8 kJ/mol

5.
2 unconnected molecules or ions with the total composition C5H10Si in a non-equilibrium geometry, computed with the ωB97M-V functional and the def2-TZVPD basis.

```
16
Properties=species:S:1:pos:R:3:forces:R:3:nbo_charge:R:1
C -3.4641 -0.2101 -0.0786 0.3060 0.0458 0.0775 -0.152
C -2.2822 0.0045 -0.0146 0.6310 0.1184 -0.0095 -0.530
C 0.7205 -2.0896 -0.2034 -1.5384 2.9139 0.2318 -0.844
C 0.1551 1.4279 -1.2961 -0.2967 -0.2600 0.4011 -1.113
C 0.0694 0.8275 1.8218 -0.3110 -0.0697 -0.5403 -1.109
Si -0.4606 0.2860 0.0834 1.6470 -2.3763 -0.1001 1.476
H -4.4974 -0.4077 -0.1078 -0.4877 -0.0769 -0.0570 0.228
H 1.7713 -1.8698 -0.2594 0.3152 0.0976 -0.0068 0.191
H 0.4369 -2.6381 0.6763 -0.1013 -0.1303 0.2829 0.194
H 0.3147 -2.4966 -1.1128 -0.1133 -0.0959 -0.2435 0.195
H -0.4283 2.3470 -1.3387 -0.0981 0.0587 0.0768 0.242
H 1.1954 1.7016 -1.1403 0.1267 -0.0562 0.1060 0.243
H 0.0791 0.9469 -2.2657 -0.0522 -0.1406 -0.1108 0.250
H 1.1479 0.9401 1.8809 0.1631 -0.0224 -0.1177 0.242
H -0.3809 1.7767 2.1050 -0.1021 0.1366 -0.0229 0.238
H -0.2255 0.0871 2.5592 -0.0881 -0.1426 0.0324 0.248
```
Positions in Å, forces in eV/Å.

Computed properties:
Calculated total energy   -485.898759 a.u.
E_LUMO   0.95 eV
Gap between HOMO and LUMO   9.27 eV
Relative energy (zero: lowest compared OMol25 entry of this formula, charge and spin)   179.4 kJ/mol

6.
A molecular structure, C5H11BN2O2 in a non-equilibrium geometry, computed with the ωB97M-V functional and the def2-TZVPD basis.

```
21
Properties=species:S:1:pos:R:3:forces:R:3:nbo_charge:R:1
B 1.8980 -0.1667 0.0781 0.9772 -0.1923 0.4826 0.917
C -1.9232 2.0530 0.9348 1.1773 1.8111 1.2080 -0.023
C -2.4821 -0.9539 -1.1330 2.0074 0.6223 0.2143 -0.059
C -1.7237 0.1059 -0.3454 0.9994 0.6940 0.5791 -0.197
C -1.2787 -1.0690 0.4829 -0.3967 -1.2488 -6.1986 0.442
C 3.4925 -0.0846 -0.0407 -1.6657 0.0902 -1.7510 -0.969
N -2.5102 1.0541 0.4693 0.1379 -1.2039 -1.2448 -0.422
N 1.2457 -1.3439 -0.1981 -1.9046 -1.4109 0.4781 -1.054
O -1.9431 -1.9995 -0.2956 0.5012 1.0045 2.0661 -0.429
O 1.1464 0.9540 0.4324 1.1495 3.2341 0.3267 -0.933
H -2.5489 2.7020 1.6108 0.7827 -0.4528 -0.7250 0.174
H -0.8031 2.3364 0.8108 -1.8805 -0.6618 -0.0442 0.184
H -3.4992 -0.8036 -1.1291 -2.4538 -0.2847 0.3161 0.199
H -2.0962 -1.0924 -2.1022 0.2558 -0.1462 -1.3510 0.192
H -0.8762 0.4964 -0.9611 -0.6314 0.1744 0.8508 0.263
H -0.9773 -1.3155 1.3946 1.2570 -0.6882 3.8274 0.194
H 3.7450 0.7245 -0.7419 0.3785 -0.1713 0.3348 0.213
H 3.7227 -1.0302 -0.4831 0.5753 -0.5184 -0.6876 0.224
H 4.0368 -0.0802 0.8454 0.8881 0.6053 1.7234 0.224
H 1.6587 -2.3047 -0.1426 -0.6135 1.5427 -0.1284 0.374
H 1.7160 1.8179 0.5135 -1.5412 -2.7992 -0.2768 0.486
```
Positions in Å, forces in eV/Å.

Computed properties:
Calculated total energy   -481.835326 a.u.
E_LUMO (spin up / spin down)   -0.15 / -0.69 eV
Gap between HOMO and LUMO (spin up / spin down)   8.37 / 6.99 eV
Relative energy (zero: lowest compared OMol25 entry of this formula, charge and spin)   555.6 kJ/mol

7.
C5H11BO in the gas phase in a non-equilibrium geometry, computed with the ωB97M-V functional and the def2-TZVPD basis.

```
18
Properties=species:S:1:pos:R:3:forces:R:3:nbo_charge:R:1
C 2.5439 1.1626 0.0859 -2.3560 -0.1329 -0.4642 -0.722
C 1.1232 1.4949 -0.0309 -5.9757 -3.3074 -0.1048 -0.029
C -0.2522 0.2507 0.0946 6.2781 5.9444 -1.3276 -0.263
B -1.5290 0.9536 -0.1598 -1.0458 1.3851 -0.0320 0.641
O -2.6319 0.1621 -0.3104 0.7913 -1.0101 0.2602 -0.877
C 0.0583 -1.1086 0.4510 -0.9300 -0.5648 1.2989 -0.499
C -0.9989 -2.1121 -0.1553 3.6248 -0.7164 0.1956 -0.585
H 2.9995 1.2798 -0.8584 0.8393 -0.1412 -1.2197 0.230
H 2.4879 0.1562 0.4149 1.2430 -0.8818 0.6720 0.223
H 2.8988 1.9308 0.7035 1.2915 0.5405 1.4536 0.234
H 0.7874 2.5219 -0.2604 -0.0001 -0.7346 0.1633 0.180
H -1.6858 2.1871 -0.1883 0.3338 -0.9014 -0.1306 -0.096
H -3.4096 0.5815 -0.5918 -1.5382 1.0508 -0.4060 0.489
H 0.1070 -0.9183 1.5766 -0.4459 -1.4490 -0.7755 0.231
H 1.0260 -1.5115 0.2025 0.5999 0.3154 -0.3350 0.210
H -1.9712 -1.8953 0.1030 -1.9518 0.2170 0.7561 0.228
H -0.6475 -3.1235 0.1760 -0.7223 0.6384 -0.4880 0.201
H -0.9056 -2.0120 -1.2527 -0.0358 -0.2520 0.4838 0.205
```
Positions in Å, forces in eV/Å.

Computed properties:
Calculated total energy   -297.078124 a.u.
E_LUMO (spin up / spin down)   0.68 / 0.00 eV
Gap between HOMO and LUMO (spin up / spin down)   8.65 / 7.88 eV
Relative energy (zero: lowest compared OMol25 entry of this formula, charge and spin)   315.6 kJ/mol
SMILES   C/C=C(/BO)CC

Please write out number 5 again, unchanged.
2 unconnected molecules or ions with the total composition C5H10Si in a non-equilibrium geometry, computed with the ωB97M-V functional and the def2-TZVPD basis.

```
16
Properties=species:S:1:pos:R:3:forces:R:3:nbo_charge:R:1
C -3.4641 -0.2101 -0.0786 0.3060 0.0458 0.0775 -0.152
C -2.2822 0.0045 -0.0146 0.6310 0.1184 -0.0095 -0.530
C 0.7205 -2.0896 -0.2034 -1.5384 2.9139 0.2318 -0.844
C 0.1551 1.4279 -1.2961 -0.2967 -0.2600 0.4011 -1.113
C 0.0694 0.8275 1.8218 -0.3110 -0.0697 -0.5403 -1.109
Si -0.4606 0.2860 0.0834 1.6470 -2.3763 -0.1001 1.476
H -4.4974 -0.4077 -0.1078 -0.4877 -0.0769 -0.0570 0.228
H 1.7713 -1.8698 -0.2594 0.3152 0.0976 -0.0068 0.191
H 0.4369 -2.6381 0.6763 -0.1013 -0.1303 0.2829 0.194
H 0.3147 -2.4966 -1.1128 -0.1133 -0.0959 -0.2435 0.195
H -0.4283 2.3470 -1.3387 -0.0981 0.0587 0.0768 0.242
H 1.1954 1.7016 -1.1403 0.1267 -0.0562 0.1060 0.243
H 0.0791 0.9469 -2.2657 -0.0522 -0.1406 -0.1108 0.250
H 1.1479 0.9401 1.8809 0.1631 -0.0224 -0.1177 0.242
H -0.3809 1.7767 2.1050 -0.1021 0.1366 -0.0229 0.238
H -0.2255 0.0871 2.5592 -0.0881 -0.1426 0.0324 0.248
```
Positions in Å, forces in eV/Å.

Computed properties:
Calculated total energy   -485.898759 a.u.
E_LUMO   0.95 eV
Gap between HOMO and LUMO   9.27 eV
Relative energy (zero: lowest compared OMol25 entry of this formula, charge and spin)   179.4 kJ/mol

Which of these has the lowest relative energy (zero: lowest compared OMol25 entry of this formula, charge and spin)? number 3

Number 7 is which compound? C5H11BO

Which of these has the highest relative energy (zero: lowest compared OMol25 entry of this formula, charge and spin)? C5H11BN2O2